[1]
# C20H23N5OS

One molecule with the formula C20H23N5OS (wB97M-V/def2-TZVPD, OMol25).

Each line ends with the natural charge from an NBO analysis.
CARTESIAN COORDINATES (ANGSTROEM)
1 C 1.641 3.032 3.606  -0.606
2 C 0.591 2.518 2.631  -0.404
3 C 1.173 1.430 1.724  -0.212
4 N 0.179 0.939 0.806  -0.379
5 C -0.769 0.006 1.102  0.193
6 S -0.776 -0.877 2.596  0.277
7 C -2.426 -1.647 2.532  -0.601
8 C -2.429 -2.944 1.723  0.657
9 O -2.411 -4.031 2.262  -0.632
10 N -2.496 -2.741 0.399  -0.644
11 C -2.391 -3.834 -0.539  -0.212
12 C -0.925 -4.220 -0.795  -0.450
13 C -0.117 -3.043 -1.264  0.072
14 C 0.854 -2.477 -0.449  -0.242
15 C 1.602 -1.398 -0.888  -0.226
16 C 1.377 -0.862 -2.143  -0.224
17 C 0.395 -1.405 -2.954  -0.184
18 C -0.342 -2.489 -2.519  -0.245
19 N -1.638 -0.094 0.127  -0.365
20 N -1.285 0.781 -0.821  -0.267
21 C -0.204 1.404 -0.431  0.366
22 C 0.445 2.442 -1.211  -0.148
23 C 1.826 2.561 -1.352  -0.160
24 C 2.332 3.585 -2.134  -0.258
25 C 1.441 4.446 -2.757  0.041
26 N 0.128 4.328 -2.649  -0.406
27 C -0.355 3.357 -1.904  0.075
28 H 2.003 2.224 4.236  0.206
29 H 2.486 3.459 3.070  0.203
30 H 1.216 3.802 4.244  0.221
31 H -0.254 2.104 3.185  0.214
32 H 0.223 3.339 2.011  0.207
33 H 2.015 1.835 1.162  0.215
34 H 1.519 0.586 2.327  0.218
35 H -3.111 -0.910 2.117  0.251
36 H -2.670 -1.870 3.570  0.256
37 H -2.363 -1.792 0.046  0.443
38 H -2.876 -3.528 -1.467  0.197
39 H -2.919 -4.693 -0.114  0.224
40 H -0.506 -4.613 0.133  0.222
41 H -0.903 -5.012 -1.547  0.216
42 H 1.031 -2.889 0.535  0.215
43 H 2.366 -0.981 -0.245  0.203
44 H 1.962 -0.025 -2.496  0.208
45 H 0.208 -0.981 -3.929  0.213
46 H -1.097 -2.917 -3.162  0.208
47 H 2.497 1.850 -0.891  0.213
48 H 3.397 3.703 -2.266  0.223
49 H 1.789 5.260 -3.377  0.196
50 H -1.432 3.284 -1.841  0.211

Cartesian forces, eV/Å:
C -0.194 -0.039 -0.136
C 0.231 -0.054 0.011
C 0.042 0.465 0.448
N -0.634 -0.428 -0.445
C -0.045 0.096 -0.103
S 0.060 -0.203 0.355
C 0.246 0.041 -0.053
C -0.194 0.557 -0.019
O 0.095 -0.423 0.269
N -0.075 -0.024 -0.382
C 0.138 -0.304 0.177
C -0.258 0.077 0.008
C 0.066 -0.144 0.021
C -0.011 -0.075 0.006
C 0.079 0.070 -0.013
C 0.105 0.041 -0.041
C 0.000 0.022 -0.104
C 0.038 0.002 0.035
N -0.056 -0.323 0.800
N 0.292 0.818 -0.855
C -0.299 -0.319 0.217
C 0.315 0.393 -0.240
C -0.188 0.067 -0.044
C -0.030 0.002 0.009
C 0.330 -0.046 0.008
N -0.259 0.374 -0.315
C -0.016 -0.351 0.332
H 0.094 -0.052 0.120
H 0.132 0.064 0.000
H 0.043 0.070 0.095
H -0.060 0.009 -0.083
H -0.057 -0.061 -0.027
H -0.024 -0.147 0.080
H 0.119 0.073 -0.106
H -0.063 -0.009 0.058
H -0.009 -0.013 -0.117
H -0.083 -0.074 0.180
H -0.007 -0.062 0.030
H -0.019 0.077 -0.162
H -0.006 -0.050 -0.029
H 0.035 -0.068 0.029
H -0.003 -0.069 0.079
H 0.081 0.033 0.047
H 0.042 0.059 -0.028
H -0.023 0.033 -0.093
H -0.100 -0.056 -0.087
H 0.025 -0.051 0.047
H 0.076 0.030 -0.030
H 0.122 0.046 -0.028
H -0.093 -0.076 0.077

Results
Charge: 0
SMILES: CCCn1c(SCC(=O)NCCc2ccccc2)nnc1-c1cccnc1
Spin multiplicity: 1
E_tot (hartree): -1523.1672
Energy relative to the best compared isomer or geometry (same formula, charge and spin) (kcal per mole): 7.2
HOMO-LUMO gap (eV): 8.93
Lowest unoccupied orbital energy (eV): 0.4
HOMO level (eV): -8.54



[2]
# C20H23NO5

One molecule with the formula C20H23NO5 (wB97M-V/def2-TZVPD, OMol25).

Each line ends with the natural charge from an NBO analysis.
CARTESIAN COORDINATES (ANGSTROEM)
1 C 3.860 0.756 2.397  -0.239
2 O 3.290 -0.527 2.281  -0.498
3 C 2.694 -0.944 1.128  0.241
4 C 2.306 -2.281 1.143  -0.227
5 C 1.674 -2.872 0.068  -0.217
6 C 1.427 -2.136 -1.080  -0.030
7 C 0.680 -2.727 -2.242  -0.421
8 C -0.832 -2.523 -2.054  -0.214
9 N -1.148 -1.119 -1.967  -0.645
10 C -2.047 -0.501 -2.752  0.676
11 O -2.726 -1.067 -3.583  -0.629
12 C -2.131 1.009 -2.518  -0.512
13 C -2.388 1.398 -1.063  0.080
14 C -3.567 0.633 -0.453  -0.099
15 O -3.816 1.075 0.861  -0.480
16 C -2.682 1.169 1.626  0.227
17 C -2.817 1.255 3.006  -0.240
18 C -1.699 1.319 3.814  -0.214
19 C -0.432 1.291 3.251  -0.235
20 C -0.287 1.230 1.879  -0.188
21 C -1.406 1.179 1.060  0.203
22 O -1.212 1.148 -0.305  -0.520
23 C 1.813 -0.801 -1.107  -0.320
24 C 2.431 -0.185 -0.027  0.291
25 O 2.780 1.146 -0.034  -0.528
26 C 2.336 1.952 -1.098  -0.256
27 H 4.600 0.943 1.616  0.183
28 H 3.102 1.543 2.372  0.178
29 H 4.351 0.761 3.370  0.189
30 H 2.513 -2.842 2.041  0.227
31 H 1.380 -3.909 0.122  0.212
32 H 0.879 -3.796 -2.315  0.219
33 H 0.988 -2.251 -3.174  0.213
34 H -1.388 -2.926 -2.903  0.236
35 H -1.155 -3.032 -1.138  0.190
36 H -0.640 -0.580 -1.278  0.427
37 H -2.935 1.398 -3.143  0.244
38 H -1.190 1.463 -2.838  0.233
39 H -2.614 2.476 -1.005  0.191
40 H -4.480 0.810 -1.021  0.209
41 H -3.341 -0.442 -0.453  0.188
42 H -3.813 1.262 3.419  0.227
43 H -1.816 1.382 4.885  0.216
44 H 0.444 1.323 3.879  0.216
45 H 0.687 1.226 1.421  0.213
46 H 1.633 -0.235 -2.007  0.220
47 H 2.639 2.965 -0.838  0.201
48 H 1.246 1.914 -1.199  0.186
49 H 2.807 1.671 -2.046  0.175

Cartesian forces, eV/Å:
C 0.257 0.386 0.163
O -0.245 -0.219 -0.131
C -0.015 -0.132 -0.051
C 0.047 0.257 0.001
C 0.026 0.097 -0.054
C 0.098 -0.050 -0.097
C -0.271 0.048 0.158
C -0.011 -0.247 -0.266
N 0.406 -0.193 0.334
C 0.078 0.519 0.110
O -0.292 -0.141 -0.327
C -0.072 -0.108 0.238
C -0.605 0.125 -0.191
C 0.276 -0.024 -0.404
O 0.079 0.191 0.397
C 0.040 -0.073 -0.062
C -0.001 -0.008 -0.207
C -0.067 -0.005 0.052
C 0.071 0.013 -0.012
C -0.172 -0.018 -0.102
C -0.051 0.065 0.053
O 0.161 -0.027 0.232
C 0.118 0.013 0.005
C 0.079 0.161 0.141
O 0.029 -0.479 0.324
C -0.087 0.178 -0.210
H -0.053 0.003 0.069
H 0.080 -0.049 -0.003
H -0.022 0.023 -0.070
H 0.038 -0.056 0.125
H -0.032 -0.142 0.004
H 0.038 -0.021 -0.044
H 0.002 -0.048 -0.042
H 0.034 -0.013 0.148
H 0.002 -0.030 -0.117
H -0.185 0.076 -0.100
H 0.054 -0.050 0.009
H -0.020 0.058 -0.014
H 0.051 -0.191 -0.021
H 0.098 -0.024 -0.012
H -0.044 0.096 0.002
H -0.133 -0.014 0.052
H -0.018 0.001 0.100
H 0.096 0.004 0.061
H 0.190 0.011 -0.108
H -0.014 0.096 -0.080
H -0.041 -0.043 -0.075
H 0.036 -0.014 -0.012
H -0.033 0.000 0.034

Results
Charge: 0
SMILES: COc1ccc(CCNC(=O)C[C@H]2COc3ccccc3O2)cc1OC
Spin multiplicity: 1
E_tot (hartree): -1206.8640
Energy relative to the best compared isomer or geometry (same formula, charge and spin) (kcal per mole): 41.5
HOMO-LUMO gap (eV): 8.75
Lowest unoccupied orbital energy (eV): 0.6
HOMO level (eV): -8.13



[3]
# C20H23NO5S2

C20H23NO5S2 as an isolated structure (wB97M-V/def2-TZVPD, OMol25).

Each line ends with the natural charge from an NBO analysis.
CARTESIAN COORDINATES (ANGSTROEM)
1 C 2.319 -0.994 2.449  -0.619
2 C 1.633 -1.573 1.187  -0.029
3 H 1.727 -2.564 1.156  0.178
4 H 1.916 -1.208 0.215  0.168
5 O 0.109 -1.522 1.152  -0.535
6 C -0.567 -0.273 0.975  0.337
7 C -1.996 -0.362 1.131  -0.310
8 C -2.716 0.868 0.474  -0.057
9 C -2.133 2.050 0.087  -0.201
10 C -0.665 2.045 0.124  -0.267
11 C 0.027 1.210 0.526  0.258
12 O 1.358 1.257 0.364  -0.708
13 S 2.130 1.467 -1.064  2.269
14 O 2.250 3.160 -0.917  -0.918
15 O 1.367 1.004 -2.136  -0.853
16 C 3.616 0.848 -0.583  -0.380
17 C 4.615 1.298 0.221  -0.157
18 C 5.741 0.764 0.510  -0.207
19 C 6.185 -0.289 -0.244  0.018
20 C 5.131 -0.910 -0.946  -0.203
21 C 3.913 -0.328 -1.419  -0.126
22 H 3.117 -0.638 -1.858  0.211
23 H 5.385 -1.782 -1.488  0.208
24 C 7.304 -1.054 0.282  -0.613
25 H 8.045 -0.297 0.424  0.238
26 H 7.258 -1.979 0.686  0.252
27 H 7.860 -1.596 -0.819  0.181
28 H 6.523 1.424 1.081  0.229
29 H 4.246 2.367 0.735  0.260
30 H -0.165 2.947 -0.125  0.260
31 H -2.670 2.987 -0.144  0.250
32 C -4.193 0.755 0.594  0.131
33 N -4.790 -0.191 0.155  -0.356
34 C -6.277 -0.506 0.234  -0.239
35 H -6.645 0.211 1.055  0.242
36 C -6.877 0.184 -1.039  -0.067
37 H -7.964 -0.206 -1.212  0.198
38 O -6.408 -0.795 -1.856  -0.536
39 C -5.034 -0.608 -2.231  -0.024
40 H -4.816 -1.175 -2.969  0.168
41 C -4.205 -1.106 -0.788  -0.211
42 H -3.355 -0.783 -0.823  0.187
43 H -4.564 -2.129 -0.696  0.215
44 H -4.826 0.252 -2.474  0.145
45 H -6.851 1.107 -1.363  0.194
46 H -6.318 -1.486 0.492  0.214
47 S -4.825 1.815 1.690  -0.265
48 H -2.225 -1.299 1.350  0.221
49 H 3.342 -1.179 2.161  0.219
50 H 2.063 0.155 2.433  0.220
51 H 1.906 -1.344 3.251  0.210

Cartesian forces, eV/Å:
C -0.044 4.727 -7.060
C -2.891 3.184 0.594
H 0.671 -4.078 0.010
H 0.613 0.532 0.064
O 0.673 2.948 0.226
C -1.474 0.951 -0.010
C 5.693 7.325 -3.885
C 0.412 -1.620 1.554
C 1.237 -1.600 0.542
C -11.976 12.951 -4.854
C 7.492 -17.108 5.355
O 2.970 -1.240 0.221
S -1.357 12.605 5.165
O 0.128 -7.094 -1.408
O -0.225 -2.078 -1.776
C 1.535 -4.595 -4.299
C -7.357 8.127 2.225
C 6.875 1.540 1.052
C -3.894 -2.822 1.797
C -0.369 0.140 -3.514
C 5.680 4.060 7.850
H -4.094 -3.036 -3.714
H 0.415 -1.242 -0.180
C 3.581 0.967 -7.560
H 0.976 -0.326 1.499
H -0.665 -2.196 2.568
H -1.341 1.609 2.609
H -1.647 -1.626 -0.587
H 1.325 -2.841 -1.143
H 0.245 0.893 -0.665
H 0.176 -1.030 0.020
C 3.947 6.417 4.433
N -5.975 -8.331 -3.502
C 0.472 9.577 2.880
H 0.664 -1.676 -0.243
C -3.884 -9.263 2.898
H 0.874 1.713 1.540
O 2.950 -1.121 -6.092
C -2.753 -6.754 9.464
H 1.282 -4.401 -4.859
C -10.676 -0.604 -3.317
H 10.163 1.661 -1.005
H 0.849 0.004 0.466
H 2.061 9.455 -1.915
H 1.110 5.035 -0.809
H -1.085 -2.860 -0.212
S -0.930 1.427 0.634
H -2.401 -3.747 0.917
H 0.687 0.111 1.020
H 0.993 -2.054 0.116
H -1.712 -2.615 4.888

Results
Charge: 0
Spin multiplicity: 1
E_tot (hartree): -2002.5914
Energy relative to the best compared isomer or geometry (same formula, charge and spin) (kcal per mole): 460.8
HOMO-LUMO gap (eV): 6.47
Lowest unoccupied orbital energy (eV): -0.8
HOMO level (eV): -7.23